Entry 1:
Density functional theory data (ωB97M-V with the def2-TZVPD basis set) for a molecular structure, C53H55BrCdIN3O3P2.

Element x y z (Å)
Cd -0.088 -0.940 -0.312
C 3.456 -1.344 2.826
C 2.933 -2.682 2.403
N 3.617 -3.754 2.702
C 3.163 -4.959 2.294
C 2.024 -5.128 1.559
C 1.618 -6.514 1.152
O 1.601 -6.615 -0.272
C 1.261 -3.982 1.191
C 0.081 -4.184 0.397
N -0.583 -3.296 -0.263
C -1.772 -3.727 -0.885
C -2.740 -4.428 -0.160
C -3.926 -4.825 -0.757
C -4.168 -4.522 -2.087
C -3.208 -3.847 -2.826
C -2.013 -3.460 -2.237
I -0.513 -2.610 -3.403
C 1.694 -2.710 1.649
O 1.066 -1.604 1.489
H 4.416 -1.469 3.320
H 2.756 -0.842 3.496
H 3.566 -0.692 1.956
H 3.769 -5.814 2.574
H 0.622 -6.757 1.547
H 2.325 -7.225 1.587
H 1.647 -7.543 -0.520
H -0.269 -5.215 0.332
H -2.556 -4.644 0.885
H -4.663 -5.362 -0.173
H -5.095 -4.821 -2.561
H -3.375 -3.638 -3.874
C 2.454 5.542 -4.174
C 1.544 4.493 -4.828
C 2.125 4.095 -6.192
C 0.173 5.132 -5.057
C 1.459 3.256 -3.939
C 0.267 2.740 -3.474
C 0.267 1.593 -2.694
Br -1.452 1.000 -2.073
C 1.420 0.870 -2.328
O 1.404 -0.231 -1.636
C 2.651 1.431 -2.786
C 2.621 2.572 -3.570
C 4.028 0.830 -2.457
C 4.005 -0.358 -1.487
C 4.688 0.347 -3.760
C 4.910 1.913 -1.807
H 2.487 6.447 -4.785
H 3.477 5.178 -4.066
H 2.087 5.809 -3.181
H 2.226 4.973 -6.836
H 1.476 3.373 -6.691
H 3.110 3.640 -6.083
H 0.281 6.022 -5.679
H -0.291 5.435 -4.116
H -0.508 4.450 -5.571
H -0.679 3.211 -3.703
H 3.568 2.964 -3.920
H 3.463 -1.209 -1.894
H 3.543 -0.095 -0.536
H 5.038 -0.661 -1.296
H 4.085 -0.436 -4.224
H 5.678 -0.066 -3.550
H 4.805 1.155 -4.482
H 4.445 2.284 -0.892
H 5.085 2.764 -2.465
H 5.883 1.490 -1.547
C -2.709 1.021 3.303
N -1.844 0.580 2.208
P -0.319 1.272 1.836
C -0.618 3.058 1.628
C -1.162 3.887 2.613
C -1.385 5.228 2.353
C -1.050 5.761 1.113
C -0.486 4.954 0.138
C -0.272 3.606 0.394
C 0.530 1.217 3.446
C 1.525 2.142 3.753
C 2.268 2.017 4.918
C 2.018 0.973 5.795
C 1.026 0.047 5.498
C 0.295 0.162 4.328
P -2.313 -0.641 1.149
C -2.785 -2.011 2.236
C -4.080 -2.475 2.436
C -4.303 -3.571 3.258
C -3.239 -4.193 3.893
C -1.944 -3.721 3.712
C -1.713 -2.637 2.881
C -3.799 -0.070 0.294
C -4.139 1.279 0.262
C -5.178 1.714 -0.549
C -5.874 0.809 -1.337
C -5.526 -0.535 -1.322
C -4.490 -0.974 -0.516
H -2.097 1.329 4.152
H -3.339 0.192 3.628
H -3.351 1.854 3.011
H -1.392 3.484 3.592
H -1.811 5.864 3.119
H -1.217 6.812 0.914
H -0.205 5.368 -0.822
H 0.178 2.978 -0.366
H 1.727 2.964 3.076
H 3.043 2.739 5.139
H 2.596 0.877 6.705
H 0.832 -0.776 6.174
H -0.463 -0.575 4.094
H -4.912 -1.988 1.941
H -5.312 -3.936 3.407
H -3.418 -5.047 4.535
H -1.111 -4.206 4.206
H -0.701 -2.286 2.700
H -3.575 1.999 0.843
H -5.433 2.765 -0.571
H -6.679 1.153 -1.973
H -6.054 -1.243 -1.949
H -4.209 -2.021 -0.530

## Properties
Kohn-Sham gap   7.223 eV
Largest force on an atom   0.0098 hartree/bohr
Calculated total energy   -6164.8671 hartree
Multiplicity   1
ΔE to the lowest compared entry with this formula, charge and spin   0.00 kcal per mole


Entry 2:
Density functional theory data (ωB97M-V with the def2-TZVPD basis set) for C14H20ClN5O in the gas phase.

Element x y z (Å)
C -0.669 -3.623 -0.791
C -0.162 -2.911 0.456
C -1.275 -2.348 1.345
N -1.993 -1.228 0.768
C -3.434 -1.299 0.628
C -3.892 -1.992 -0.657
C -3.525 -1.186 -1.895
C -1.364 -0.061 0.595
N -2.081 0.979 0.121
C -1.396 2.081 -0.039
Cl -2.265 3.421 -0.651
N -0.125 2.282 0.210
C 0.506 1.196 0.697
N 1.794 1.368 1.025
C 2.678 0.289 1.405
C 3.547 -0.140 0.266
C 3.492 -1.214 -0.573
C 4.564 -1.061 -1.486
C 5.187 0.095 -1.138
O 4.581 0.660 -0.081
N -0.064 0.015 0.899
H -1.193 -2.930 -1.443
H -1.344 -4.434 -0.525
H 0.165 -4.045 -1.346
H 0.417 -3.612 1.061
H 0.492 -2.087 0.171
H -0.821 -2.018 2.287
H -2.004 -3.131 1.559
H -3.808 -0.274 0.631
H -3.836 -1.829 1.498
H -3.453 -2.989 -0.714
H -4.977 -2.109 -0.607
H -2.450 -1.031 -1.949
H -3.998 -0.208 -1.862
H -3.847 -1.701 -2.798
H 2.197 2.255 0.762
H 2.050 -0.544 1.723
H 3.303 0.629 2.236
H 2.784 -2.016 -0.540
H 4.828 -1.721 -2.287
H 6.037 0.604 -1.545

## Properties
Kohn-Sham gap   9.542 eV
Largest force on an atom   0.0190 hartree/bohr
Calculated total energy   -1354.7267 hartree
Multiplicity   1
ΔE to the lowest compared entry with this formula, charge and spin   0.00 kcal per mole
Structure (SMILES)   CCCN(CCC)c1nc(Cl)nc(NCc2ccco2)n1


no.,HOMO level (eV)
1,-7.15
2,-8.74